(1)
Molecular formula: C6H4Br2O
Method: DFT, ωB97M-V with the def2-TZVPD basis set

Strongest force on any atom: 6.8 eV/Å
M: 251.91 u
Net charge: 0
Frontier orbital gap: 8.33 eV
Relative energy (zero: lowest compared OMol25 entry of this formula, charge and spin): 0.667 eV
Lowest unoccupied orbital energy: -0.072 eV
E_tot: -148414.7012 eV
HOMO energy: -8.41 eV

```
13
C6H4Br2O | OMol25 | ωB97M-V with the def2-TZVPD basis set
O 0.38742 -1.53693 0.74891
C -0.00836 -0.71259 1.66637
C -0.42859 0.51676 1.40724
Br -1.07865 1.58290 2.96556
C -0.90138 0.88859 0.08862
C -0.58245 0.61089 -1.23481
C 0.58625 0.17247 -1.68080
C 1.62275 -0.36034 -1.88557
Br 3.02788 -1.10070 -2.79391
H 0.31641 -1.18760 -0.18804
H 0.05771 -1.04724 2.67615
H -1.74298 1.31149 0.24890
H -1.25602 0.86231 -2.01863
```

***

(2)
Molecular formula: C6H4BrCuN2O2S
Method: DFT, ωB97M-V with the def2-TZVPD basis set

Strongest force on any atom: 4.8 eV/Å
M: 311.63 u
Net charge: -1
Frontier orbital gap (alpha / beta): 7.53 / 7.08 eV
Lowest unoccupied orbital energy (alpha / beta): 2.852 / 2.323 eV
2S+1: 2
E_tot: -138880.5173 eV
HOMO energy (alpha / beta): -4.68 / -4.76 eV

```
17
C6H4BrCuN2O2S | OMol25 | ωB97M-V with the def2-TZVPD basis set
Cu -2.07755 0.76607 -0.86139
O -0.56476 -0.33884 -1.29867
N 0.46501 -0.27249 -0.45922
C 1.73067 -0.40037 -1.02458
C 2.80807 -0.64098 -0.16693
C 2.58980 -0.60522 1.22606
C 1.36557 -0.28569 1.78780
C 0.27290 -0.02716 0.88974
S -1.02356 1.01157 1.38213
H 1.80704 -0.20252 -2.07548
H 3.82245 -0.57102 -0.57471
H 3.49815 -0.66510 1.88001
H 1.15902 -0.16099 2.83977
Br -2.01752 1.28401 -3.11499
O -5.68069 0.61794 -0.64574
C -4.64894 0.32969 -0.12774
N -3.50565 0.16110 0.34393
```

***

(3)
Molecular formula: C6H4CaN2O5S
Method: DFT, ωB97M-V with the def2-TZVPD basis set

Strongest force on any atom: 6.4 eV/Å
M: 256.25 u
Net charge: +2
Frontier orbital gap: 7.57 eV
Relative energy (zero: lowest compared OMol25 entry of this formula, charge and spin): 1.048 eV
Lowest unoccupied orbital energy: -8.230 eV
E_tot: -48762.9281 eV
HOMO energy: -15.80 eV

```
19
C6H4CaN2O5S | OMol25 | ωB97M-V with the def2-TZVPD basis set
O 0.21875 -2.65971 4.52696
C 0.00520 -2.76293 3.40944
Ca -0.51294 -1.38559 -1.29060
O -1.25001 -5.28027 -0.81806
C -1.01963 -4.13980 -0.87157
C -0.87646 -1.08358 -3.77776
O -0.97057 -0.66414 -4.83993
C 1.79589 -2.32005 -0.90640
O 2.93851 -2.46206 -0.76063
C -2.74671 -1.36544 -0.12577
O -3.74336 -1.05751 0.38693
N 0.67161 3.59473 -0.47975
C 0.66153 2.68898 0.56098
N 0.98210 3.21770 1.77968
S 0.27856 0.96332 0.43446
H 0.89865 4.57231 -0.35367
H 0.45053 3.32655 -1.43868
H 0.99967 2.62191 2.60348
H 1.21867 4.19558 1.96091
```

***

(4)
Molecular formula: C6H4Cl4
Method: DFT, ωB97M-V with the def2-TZVPD basis set

Strongest force on any atom: 5.1 eV/Å
M: 217.91 u
Net charge: 0
Frontier orbital gap (alpha / beta): 8.54 / 7.50 eV
Lowest unoccupied orbital energy (alpha / beta): 0.644 / -1.949 eV
2S+1: 3
E_tot: -56370.7945 eV
HOMO energy (alpha / beta): -7.90 / -9.44 eV

```
14
C6H4Cl4 | OMol25 | ωB97M-V with the def2-TZVPD basis set
C -0.99906 0.04256 -0.04128
C 0.92435 -1.04254 -0.30298
C -1.85603 -0.53392 0.89023
C 1.53265 -1.61207 0.62119
C -0.61296 1.38555 -0.03655
C -0.25258 -0.75159 -1.07813
Cl -2.06030 -2.15460 1.19284
Cl 0.86584 -3.07124 1.56504
Cl -1.03749 2.41997 1.24353
Cl -1.13884 -2.20218 -1.76048
H -2.36965 0.07784 1.45111
H 2.61674 -1.60245 0.95665
H 0.06529 1.93187 -0.80026
H -0.12771 -0.26311 -2.14479
```

***

(5)
Molecular formula: C6H4Cl5N
Method: DFT, ωB97M-V with the def2-TZVPD basis set

Strongest force on any atom: 2.5 eV/Å
M: 267.37 u
Net charge: 0
Frontier orbital gap (alpha / beta): 7.33 / 6.47 eV
Relative energy (zero: lowest compared OMol25 entry of this formula, charge and spin): 0.536 eV
Lowest unoccupied orbital energy (alpha / beta): -0.339 / -0.989 eV
E_tot: -70385.2359 eV
HOMO energy (alpha / beta): -7.67 / -7.46 eV

```
16
C6H4Cl5N | OMol25 | ωB97M-V with the def2-TZVPD basis set
C -0.29452 1.48191 -0.65011
C -1.36304 0.70228 -0.30204
C 1.11549 -0.61450 0.79586
C -0.17102 -1.22246 0.91312
C 0.96396 1.09670 -1.12609
C -1.31664 -0.75387 -0.08586
N 2.23372 -0.58311 1.25172
Cl -2.78541 1.55928 0.21448
Cl 1.31826 -0.04134 -2.37362
Cl 2.28005 2.19607 -0.84629
Cl -1.10441 -1.68869 -1.61816
Cl -2.83022 -1.37678 0.63347
H -0.39382 2.53961 -0.43194
H -0.06712 -2.29983 0.76757
H -0.55215 -1.03928 1.91993
H 2.96687 0.04400 0.93797
```

***

(6)
Molecular formula: C6H4ClErN2OPS
Method: DFT, ωB97M-V with the def2-TZVPD basis set

Strongest force on any atom: 2.1 eV/Å
M: 385.87 u
Net charge: +3
Frontier orbital gap (alpha / beta): 7.58 / 5.94 eV
Lowest unoccupied orbital energy (alpha / beta): -13.218 / -13.941 eV
2S+1: 4
E_tot: -71548.5381 eV
HOMO energy (alpha / beta): -20.80 / -19.88 eV

```
17
C6H4ClErN2OPS | OMol25 | ωB97M-V with the def2-TZVPD basis set
O -2.54949 0.34075 -2.26516
P -1.40312 -0.67101 -1.95781
Cl -0.27736 -0.78841 -3.50611
C -0.43974 -0.06768 -0.54513
C -0.37635 1.29589 -0.32843
C 0.49655 1.88173 0.64077
C 1.32594 1.12881 1.39392
C 1.29525 -0.28246 1.19979
N 2.06681 -1.18566 1.82059
S 1.77224 -2.64214 1.24516
N 0.53247 -2.24769 0.20985
C 0.39455 -0.90376 0.26091
H -3.47556 0.13830 -2.03739
H -0.98060 1.96656 -0.92813
H 0.50842 2.95883 0.74151
H 2.01923 1.55112 2.11065
Er -0.90925 -2.47318 1.94501
```

***

(7)
Molecular formula: C6H4ClN3
Method: DFT, ωB97M-V with the def2-TZVPD basis set

Strongest force on any atom: 3.1 eV/Å
M: 153.57 u
Net charge: 0
Frontier orbital gap: 9.66 eV
Relative energy (zero: lowest compared OMol25 entry of this formula, charge and spin): 0.000 eV
Lowest unoccupied orbital energy: 0.514 eV
E_tot: -23279.6222 eV
HOMO energy: -9.15 eV

```
14
C6H4ClN3 | OMol25 | ωB97M-V with the def2-TZVPD basis set
Cl -2.42279 -0.84889 -0.01962
C -1.01005 0.17979 0.00164
N -1.23233 1.46239 0.01619
C -0.12611 2.28002 0.03258
C 1.17660 1.85786 -0.02450
C 1.34105 0.43581 -0.01405
N 2.36429 -0.39462 -0.04222
C 1.89681 -1.64843 -0.02192
N 0.63592 -1.76596 0.08371
C 0.24193 -0.43524 0.00799
H -0.25485 3.30316 -0.02759
H 2.03100 2.51743 0.03893
H 3.29989 -0.07408 0.08312
H 2.61488 -2.44693 -0.05514
```

***

(8)
Molecular formula: C6H4F18LiN3O14S6
Method: DFT, ωB97M-V with the def2-TZVPD basis set

Strongest force on any atom: 3.8 eV/Å
M: 883.41 u
Net charge: -2
Frontier orbital gap: 8.71 eV
Relative energy (zero: lowest compared OMol25 entry of this formula, charge and spin): 2.595 eV
Lowest unoccupied orbital energy: 4.349 eV
E_tot: -153554.2373 eV
HOMO energy: -4.36 eV

```
52
C6H4F18LiN3O14S6 | OMol25 | ωB97M-V with the def2-TZVPD basis set
Li 0.34757 0.88133 -0.47458
C 0.73619 -2.16702 3.07049
F 0.36452 -2.92315 4.10575
F 1.06341 -0.96977 3.58851
F 1.75774 -2.67915 2.43294
S -0.65859 -1.85474 1.75868
O -1.78661 -1.41106 2.56913
O -0.12517 -0.91585 0.76247
N -0.69665 -3.46722 1.03964
S -1.99382 -4.06997 1.67210
O -1.74515 -4.33781 3.09337
O -3.28955 -3.50024 1.36883
C -2.00618 -5.84506 0.87387
F -2.85388 -5.78322 -0.16123
F -0.75997 -6.21220 0.57608
F -2.48754 -6.77818 1.69772
C -0.48436 2.51205 3.30965
F -1.00146 1.31347 3.42662
F -1.42373 3.37345 2.90972
F 0.02932 2.94077 4.45565
S 0.88932 2.52723 1.94168
O 1.67547 3.70335 2.29852
O 1.51912 1.24062 2.11420
N 0.05411 2.47918 0.43854
S 0.17857 3.98180 -0.07286
O -0.45445 5.00103 0.74651
O 1.49940 4.28011 -0.55931
C -0.93205 3.89637 -1.64877
F -2.11436 3.31684 -1.39113
F -1.11026 5.08944 -2.11216
F -0.30902 3.06878 -2.50608
C 3.54776 0.95772 -1.20155
F 3.05672 1.92943 -0.46304
F 4.83264 1.18171 -1.49009
F 3.44429 -0.19962 -0.54795
S 2.56083 0.90084 -2.81810
O 2.42253 2.30458 -3.20095
O 3.24093 0.03094 -3.77674
N 1.08282 0.26542 -2.19276
S 0.36324 -0.23838 -3.53475
O 0.49032 0.68850 -4.63818
O 0.65365 -1.64464 -3.71827
C -1.47338 -0.31679 -3.00092
F -2.15145 -0.83194 -4.03619
F -1.60876 -1.07237 -1.91549
F -2.04839 0.86280 -2.75331
O -2.46613 1.46880 0.76450
H -3.11747 2.15387 0.59664
H -1.61350 1.92876 0.72549
O 1.61232 -2.60726 -1.07153
H 1.99258 -2.75856 -1.94046
H 1.29651 -1.69505 -1.11087
```

***

(9)
Molecular formula: C6H4FNO2
Method: DFT, ωB97M-V with the def2-TZVPD basis set

Strongest force on any atom: 9.5 eV/Å
M: 141.10 u
Net charge: 0
Frontier orbital gap: 9.16 eV
Relative energy (zero: lowest compared OMol25 entry of this formula, charge and spin): 5.309 eV
Lowest unoccupied orbital energy: -0.835 eV
E_tot: -14583.9556 eV
HOMO energy: -9.99 eV

```
14
C6H4FNO2 | OMol25 | ωB97M-V with the def2-TZVPD basis set
O -0.90830 -0.13062 -2.98185
N -1.40860 -0.08158 -1.88517
O -2.55147 -0.27586 -1.49203
C -0.52189 0.09445 -0.79077
C -0.96823 0.18998 0.52976
C -0.31225 0.30295 1.62863
C 1.09031 0.19500 1.56451
C 1.74143 -0.19466 0.37298
C 0.94554 -0.10294 -0.79350
F 1.31748 0.04109 -2.13198
H -2.12792 -0.22362 0.71811
H -0.74296 0.29607 2.64347
H 1.65332 0.20780 2.40322
H 2.79353 -0.31805 0.21462
```

***

(10)
Molecular formula: C6H4N2
Method: DFT, ωB97M-V with the def2-TZVPD basis set

Strongest force on any atom: 6.5 eV/Å
M: 104.11 u
Net charge: 0
Frontier orbital gap: 7.54 eV
Relative energy (zero: lowest compared OMol25 entry of this formula, charge and spin): 3.587 eV
Lowest unoccupied orbital energy: -1.572 eV
E_tot: -9262.4266 eV
HOMO energy: -9.11 eV

```
12
C6H4N2 | OMol25 | ωB97M-V with the def2-TZVPD basis set
C -0.41764 1.13542 -1.69711
C 0.63936 -0.15493 -0.34188
C 1.17764 -1.02410 0.53557
C 0.43939 -0.87790 1.73388
C -0.73112 -0.12072 0.25408
C -1.29855 0.89602 -0.48824
H -0.52675 1.90069 -2.55523
H 2.18670 -1.57915 0.47415
H 0.90088 -1.44518 2.65569
H -2.26335 1.37167 -0.59278
N 0.65997 0.49504 -1.54397
N -0.76652 -0.59686 1.56585
```